The following is a DFT calculation (ωB97M-V/def2-TZVPD) of a molecular structure, C57H42F6NO7P3RuS2.

Last column: Löwdin charge in e.
Atoms and positions in Å:
Ru 13.622 11.515 13.567  1.073
O 14.744 11.376 15.963  -0.147
C 15.794 10.425 16.137  -0.257
C 16.759 10.662 17.110  0.002
C 17.785 9.726 17.232  -0.017
C 17.763 8.534 16.470  -0.024
C 16.818 8.376 15.430  -0.047
C 15.860 9.377 15.238  -0.297
P 14.681 9.363 13.880  1.054
C 13.598 7.843 13.859  -0.347
C 13.894 6.803 13.005  -0.076
C 13.011 5.747 12.960  -0.067
C 11.905 5.790 13.736  -0.081
C 11.619 6.816 14.617  -0.042
C 12.504 7.893 14.669  -0.109
C 15.697 9.445 12.349  -0.296
C 14.854 9.589 11.089  -0.295
C 16.142 11.020 9.476  -0.231
C 17.499 10.480 9.976  0.035
C 17.877 9.906 11.141  -0.020
C 17.020 9.551 12.317  -0.037
C 13.920 11.544 17.023  -0.286
C 13.906 10.738 18.187  0.020
C 12.956 11.082 19.153  -0.054
C 12.059 12.122 19.005  -0.048
C 12.061 12.844 17.805  -0.062
C 12.933 12.506 16.803  -0.276
P 12.839 13.183 15.078  1.022
C 11.019 13.283 14.942  -0.352
C 10.479 11.996 14.788  -0.123
C 9.117 11.793 14.592  -0.048
C 8.249 12.893 14.554  -0.048
C 8.795 14.170 14.790  -0.059
C 10.169 14.374 14.962  -0.071
C 13.703 14.734 15.027  -0.375
C 14.031 15.313 13.790  -0.082
C 14.672 16.560 13.696  -0.054
C 14.999 17.263 14.848  -0.053
C 14.820 16.641 16.076  -0.060
C 14.125 15.456 16.156  -0.071
H 16.717 11.511 17.797  0.142
H 18.638 9.952 17.883  0.127
H 18.542 7.898 16.560  0.075
H 16.879 7.445 14.833  0.136
H 14.853 6.761 12.482  0.120
H 13.225 4.830 12.377  0.136
H 11.254 4.949 13.615  0.113
H 10.677 6.791 15.202  0.128
H 12.274 8.685 15.338  0.087
H 13.809 9.480 11.298  0.114
H 15.772 10.431 8.659  0.160
H 18.277 10.633 9.193  0.140
H 18.924 9.674 11.234  0.108
H 17.552 9.531 13.223  0.087
H 14.538 9.853 18.324  0.130
H 12.841 10.418 19.997  0.116
H 11.379 12.382 19.791  0.110
H 11.322 13.610 17.689  0.114
H 11.101 11.190 14.904  0.043
H 8.856 10.779 14.379  0.105
H 7.232 12.691 14.296  0.102
H 8.123 15.052 14.836  0.119
H 10.617 15.347 15.013  0.107
H 13.636 14.768 12.861  0.106
H 14.792 17.079 12.775  0.102
H 15.313 18.310 14.750  0.125
H 15.153 17.189 16.909  0.099
H 13.918 14.938 17.080  0.097
F 15.169 8.666 10.108  0.057
C 15.058 11.037 10.567  -0.328
F 15.591 11.925 11.593  -0.043
F 16.409 12.307 9.050  0.029
S 13.455 11.794 10.223  0.634
O 12.914 11.929 11.652  -0.498
O 12.694 10.831 9.507  -0.223
N 13.736 13.178 9.673  -0.286
S 13.012 14.591 9.395  0.657
O 11.684 14.373 8.829  -0.299
O 13.227 15.592 10.358  -0.248
C 14.052 14.876 7.883  -0.680
F 15.269 15.221 8.272  0.153
F 14.023 13.716 7.201  0.127
F 13.655 15.841 7.079  0.167
O 11.344 20.736 12.142  0.211
C 10.403 20.407 11.520  -0.450
O 10.473 19.508 10.496  -0.058
C 9.004 20.875 11.616  -0.139
C 8.598 21.900 12.465  0.025
C 7.268 22.259 12.475  -0.032
C 6.406 21.733 11.530  -0.020
C 6.871 20.888 10.507  -0.018
C 8.165 20.372 10.631  -0.218
P 9.113 19.131 9.778  1.079
C 9.197 19.420 8.005  -0.282
C 9.128 18.353 7.165  -0.039
C 9.076 18.562 5.749  -0.026
C 8.957 19.807 5.250  -0.064
C 8.926 20.830 6.152  -0.057
C 9.051 20.718 7.546  -0.038
C 8.693 17.426 10.137  -0.254
C 7.418 17.204 10.610  -0.097
C 7.039 15.921 10.750  -0.073
C 7.871 14.854 10.353  -0.006
C 9.142 15.122 9.835  -0.059
C 9.609 16.393 9.679  -0.044
H 9.360 22.284 13.225  0.165
H 7.032 22.966 13.198  0.103
H 5.337 21.935 11.547  0.124
H 6.248 20.521 9.740  0.109
H 9.046 17.346 7.580  0.103
H 9.103 17.729 5.093  0.109
H 8.923 20.111 4.229  0.122
H 8.629 21.774 5.709  0.119
H 8.981 21.585 8.158  0.110
H 6.785 17.952 11.145  0.134
H 6.135 15.659 11.279  0.114
H 7.645 13.836 10.614  0.111
H 9.750 14.317 9.559  0.072
H 10.571 16.647 9.324  0.097

As for the spin multiplicity: 5. For the energy relative to the best compared isomer or geometry (same formula, charge and spin), the calculation gives 66.0 kcal/mol. As for the gap between HOMO and LUMO (spin up / spin down): 8.30 / 7.09 eV. As for the expectation value of S²: 6.01. Its total charge is +2.

The following is a DFT calculation (ωB97M-V/def2-TZVPD) of a molecular structure, C57H45GeN2O7V.

Last column: Löwdin charge in e.
Atoms and positions in Å:
V 0.381 -0.049 -0.415  0.809
O -1.346 -0.131 0.022  -0.298
C -2.644 -0.087 0.435  -0.462
C -3.516 0.410 -0.734  -0.046
C -3.191 1.815 -1.180  -0.240
C -4.210 2.741 -1.382  -0.033
C -3.872 4.008 -1.826  -0.080
C -2.539 4.324 -2.010  -0.047
C -1.571 3.355 -1.742  -0.236
C -0.099 3.632 -1.874  -0.037
C 0.755 3.577 -0.557  -0.502
O 0.920 2.332 -0.070  -0.205
C 0.204 4.507 0.548  -0.113
C -0.589 5.627 0.336  -0.038
C -0.990 6.440 1.394  -0.093
C -0.588 6.148 2.688  -0.116
C 0.210 5.029 2.912  -0.126
C 0.592 4.217 1.857  -0.038
C 2.128 4.227 -0.940  -0.110
C 2.262 5.519 -1.450  -0.045
C 3.507 6.039 -1.772  -0.109
C 4.655 5.277 -1.580  -0.123
C 4.535 3.999 -1.054  -0.081
C 3.281 3.487 -0.737  -0.004
N -1.912 2.125 -1.371  0.211
C -3.041 -1.490 0.906  -0.136
C -2.106 -2.181 1.672  -0.013
C -2.351 -3.473 2.100  -0.071
C -3.550 -4.101 1.777  -0.103
C -4.495 -3.416 1.031  -0.102
C -4.240 -2.117 0.599  -0.050
C -2.792 0.913 1.590  -0.120
C -3.965 0.970 2.343  -0.038
C -4.114 1.899 3.361  -0.108
C -3.082 2.787 3.644  -0.100
C -1.918 2.738 2.893  -0.051
C -1.769 1.809 1.867  0.025
H -4.567 0.397 -0.436  0.103
H -3.387 -0.284 -1.571  0.133
H -5.241 2.469 -1.191  0.100
H -4.642 4.749 -2.012  0.094
H -2.243 5.305 -2.360  0.098
H 0.037 4.585 -2.392  0.100
H 0.334 2.845 -2.496  0.126
H -0.906 5.884 -0.665  0.085
H -1.622 7.299 1.201  0.089
H -0.901 6.776 3.514  0.087
H 0.529 4.784 3.919  0.105
H 1.181 3.321 2.015  0.132
H 1.382 6.139 -1.583  0.100
H 3.583 7.046 -2.170  0.086
H 5.629 5.681 -1.832  0.084
H 5.419 3.395 -0.882  0.093
H 3.154 2.508 -0.302  0.093
H -1.165 -1.691 1.894  0.107
H -1.592 -4.004 2.662  0.097
H -3.733 -5.123 2.087  0.092
H -5.426 -3.899 0.758  0.091
H -4.982 -1.616 -0.012  0.099
H -4.769 0.271 2.141  0.106
H -5.033 1.924 3.937  0.085
H -3.184 3.511 4.445  0.088
H -1.108 3.430 3.096  0.058
H -0.858 1.797 1.275  0.092
O 6.295 0.434 -1.571  0.045
C 4.949 0.332 -1.342  -0.292
C 4.028 0.383 -2.383  0.065
C 2.693 0.261 -2.069  -0.170
N 2.307 0.106 -0.810  -0.011
C 3.167 0.117 0.204  -0.159
C 4.524 0.203 -0.024  0.076
C 2.450 0.053 1.557  -0.571
O 3.082 0.144 2.594  0.050
O 1.180 -0.107 1.402  -0.129
C 1.508 0.269 -3.030  -0.591
O 1.681 0.431 -4.227  0.040
O 0.397 0.084 -2.401  -0.125
H 6.433 0.544 -2.517  0.100
H 4.319 0.519 -3.418  0.130
H 5.215 0.194 0.807  0.133
C 2.127 -2.962 -2.220  -0.239
Ge 0.948 -2.505 -0.669  0.981
C 2.007 -3.307 0.833  -0.313
C 1.542 -3.255 2.150  -0.109
C 2.302 -3.714 3.217  -0.093
C 3.573 -4.229 2.998  -0.120
C 4.069 -4.277 1.703  -0.111
C 3.293 -3.821 0.642  -0.131
C -0.542 -3.794 -1.153  -0.216
C -1.605 -3.184 -1.771  -0.113
C -2.727 -3.904 -2.249  -0.086
C -2.796 -5.254 -2.098  -0.068
C -1.731 -5.950 -1.474  -0.181
C -1.775 -7.360 -1.314  -0.067
C -0.744 -8.037 -0.734  -0.118
C 0.393 -7.327 -0.284  -0.098
C 0.455 -5.970 -0.420  -0.029
C -0.602 -5.224 -1.012  -0.156
H 2.192 -4.046 -2.346  0.010
H 3.139 -2.562 -2.108  0.001
H 1.697 -2.539 -3.130  0.016
H 0.573 -2.818 2.356  0.077
H 1.911 -3.641 4.225  0.095
H 4.178 -4.568 3.831  0.085
H 5.067 -4.662 1.518  0.086
H 3.703 -3.878 -0.360  0.080
H -1.594 -2.104 -1.886  0.083
H -3.543 -3.367 -2.721  0.097
H -3.661 -5.813 -2.442  0.097
H -2.654 -7.891 -1.665  0.097
H -0.793 -9.114 -0.619  0.085
H 1.218 -7.861 0.173  0.091
H 1.322 -5.433 -0.063  0.081

As for the spin multiplicity: 3. For the energy relative to the best compared isomer or geometry (same formula, charge and spin), the calculation gives 7.6 kcal/mol. As for the gap between HOMO and LUMO (spin up / spin down): 5.98 / 6.42 eV. As for the expectation value of S²: 2.01. Its total charge is -2.

The following is a DFT calculation (ωB97M-V/def2-TZVPD) of a molecular structure, C57H46BrN4O3P2PbS3.

Last column: Löwdin charge in e.
Atoms and positions in Å:
Pb 1.057 -0.025 0.534  0.851
O -3.852 -0.754 -1.958  -0.522
S -2.768 0.200 -1.594  0.930
C -2.368 1.061 -3.141  -0.370
C -3.187 0.729 -4.215  -0.089
C -3.009 1.357 -5.435  -0.075
C -2.014 2.314 -5.576  -0.075
C -1.182 2.607 -4.508  -0.074
C -1.324 1.975 -3.270  -0.347
P -0.094 2.280 -1.915  1.076
C -0.621 3.925 -1.311  -0.364
C -1.904 4.421 -1.539  -0.089
C -2.325 5.603 -0.946  -0.088
C -1.464 6.316 -0.124  -0.092
C -0.179 5.842 0.094  -0.087
C 0.240 4.654 -0.486  -0.145
C 1.371 2.654 -2.944  -0.378
C 2.095 1.558 -3.408  -0.134
C 3.204 1.737 -4.218  -0.081
C 3.615 3.017 -4.561  -0.094
C 2.911 4.116 -4.091  -0.090
C 1.794 3.936 -3.286  -0.097
C -3.622 1.577 -0.796  -0.376
C -4.684 2.164 -1.471  -0.077
C -5.407 3.180 -0.871  -0.078
C -5.066 3.590 0.413  -0.079
C -4.030 2.971 1.092  -0.073
C -3.290 1.939 0.507  -0.351
P -1.893 1.096 1.375  1.030
C -2.768 -0.422 1.888  -0.259
C -4.084 -0.529 2.125  -0.007
C -4.505 -1.909 2.639  -0.220
C -2.543 -3.763 3.342  -0.017
C -1.228 -3.659 3.148  -0.021
C -0.824 -2.307 2.585  -0.171
C -1.786 2.096 2.889  -0.383
C -2.351 1.775 4.116  -0.072
C -2.192 2.627 5.200  -0.081
C -1.476 3.807 5.061  -0.095
C -0.901 4.128 3.839  -0.075
C -1.044 3.269 2.761  -0.114
H -3.948 -0.025 -4.059  0.102
H -3.643 1.098 -6.274  0.102
H -1.870 2.819 -6.523  0.102
H -0.382 3.325 -4.641  0.103
H -2.588 3.889 -2.188  0.092
H -3.332 5.958 -1.126  0.099
H -1.794 7.235 0.345  0.097
H 0.504 6.385 0.737  0.105
H 1.227 4.268 -0.265  0.051
H 1.811 0.558 -3.106  0.069
H 3.768 0.875 -4.551  0.104
H 4.492 3.158 -5.181  0.096
H 3.230 5.119 -4.348  0.097
H 1.249 4.800 -2.931  0.099
H -4.940 1.827 -2.468  0.111
H -6.226 3.649 -1.402  0.102
H -5.615 4.392 0.891  0.104
H -3.784 3.295 2.095  0.103
H -4.799 0.273 1.980  0.118
H -5.192 -1.797 3.481  0.138
H -3.056 -4.611 3.773  0.101
H -0.501 -4.424 3.389  0.111
H -0.119 -2.426 1.759  0.086
H -2.895 0.846 4.233  0.099
H -2.618 2.360 6.160  0.099
H -1.346 4.466 5.911  0.095
H -0.315 5.032 3.725  0.101
H -0.561 3.505 1.820  0.061
Br -2.759 -3.992 -1.523  0.674
C -3.165 -3.060 0.161  -0.674
C -4.571 -3.282 0.524  -0.115
C -5.168 -2.745 1.586  -0.020
C -3.129 -2.402 3.081  -0.205
C -2.175 -1.826 2.033  -0.350
N -2.227 -2.438 0.680  0.134
C -0.187 -1.311 3.588  -0.657
O -0.087 -1.633 4.771  0.020
O 0.139 -0.210 3.038  -0.212
H -5.142 -3.892 -0.160  0.074
H -6.225 -2.956 1.711  0.107
H -2.912 -1.807 3.979  0.161
C 4.584 3.471 1.205  -0.154
C 3.745 2.315 0.705  -0.780
S 2.079 2.324 1.309  0.475
C 4.281 1.392 -0.110  -0.791
C 5.723 1.517 -0.548  -0.154
S 3.443 -0.028 -0.744  0.436
H 3.968 4.186 1.748  0.043
H 5.075 4.001 0.382  0.067
H 5.374 3.132 1.884  0.071
H 6.393 1.662 0.305  0.067
H 5.867 2.371 -1.219  0.070
H 6.043 0.621 -1.076  0.042
C 4.532 -1.356 5.249  -0.090
C 4.410 -2.681 4.841  -0.090
C 3.766 -2.985 3.656  -0.029
C 3.243 -1.949 2.888  -0.234
C 3.347 -0.627 3.290  -0.017
C 4.006 -0.334 4.476  -0.056
N 2.545 -2.189 1.656  0.024
N 2.737 -3.310 1.181  0.091
C 2.076 -3.577 -0.062  -0.317
C 2.266 -4.859 -0.556  -0.009
C 1.669 -5.185 -1.765  -0.065
C 0.917 -4.225 -2.416  -0.079
C 0.787 -2.972 -1.829  -0.150
N 1.359 -2.651 -0.679  0.050
H 5.028 -1.126 6.184  0.096
H 4.808 -3.477 5.457  0.095
H 3.651 -4.007 3.326  0.099
H 2.924 0.177 2.700  0.035
H 4.081 0.697 4.797  0.108
H 2.868 -5.559 0.005  0.107
H 1.790 -6.175 -2.185  0.104
H 0.420 -4.432 -3.354  0.101
H 0.184 -2.199 -2.295  0.108

For the energy relative to the best compared isomer or geometry (same formula, charge and spin), the calculation gives 66.5 kcal/mol. As for the gap between HOMO and LUMO: 5.54 eV. Its total charge is -1.